[1]
Density functional theory data (wB97M-V/def2-TZVPD) for a cluster of 2 separate species, C26H28N3O9S in total in a non-equilibrium geometry.

Each line ends with the Löwdin charge.
Atoms and positions in Å:
C1 1.919 4.120 0.731  -0.08
C2 0.835 3.084 0.768  -0.18
O1 1.498 2.001 1.515  -0.05
C3 0.883 0.834 1.645  -0.44
C4 1.684 -0.124 2.353  -0.10
C5 1.383 -1.492 2.591  -0.32
O2 0.827 -2.239 1.717  -0.03
C6 1.820 -2.211 3.850  -0.12
C7 3.156 -2.949 3.645  -0.20
C8 4.384 -2.057 3.787  -0.21
C9 4.644 -1.102 2.614  -0.21
C10 4.193 0.342 2.803  -0.21
C11 2.734 0.536 3.219  -0.16
O3 -0.242 0.619 1.098  0.02
H1 1.593 5.027 0.225  0.07
H2 2.234 4.371 1.747  0.08
H3 2.775 3.711 0.188  0.07
H4 -0.061 3.400 1.318  0.12
H5 0.565 2.735 -0.235  0.12
H6 1.868 -1.527 4.708  0.11
H7 1.045 -2.969 4.047  0.12
H8 3.212 -3.747 4.400  0.10
H9 3.146 -3.436 2.657  0.12
H10 4.333 -1.491 4.726  0.11
H11 5.257 -2.718 3.857  0.10
H12 5.728 -1.070 2.429  0.10
H13 4.202 -1.485 1.689  0.10
H14 4.816 0.836 3.566  0.11
H15 4.365 0.870 1.856  0.10
H16 2.534 1.615 3.210  0.11
H17 2.610 0.188 4.256  0.10
C12 -6.978 0.943 -2.428  -0.05
C13 -5.778 0.250 -1.853  -0.27
C14 -5.462 -1.035 -2.296  -0.03
C15 -4.364 -1.715 -1.782  -0.06
C16 -3.512 -1.054 -0.881  -0.30
S1 -2.079 -1.904 -0.283  0.77
O4 -1.965 -1.745 1.133  -0.25
O5 -2.002 -3.178 -0.936  -0.27
N1 -0.716 -0.913 -0.901  -0.04
C17 -0.621 -0.408 -2.189  -0.17
C18 -1.549 -0.378 -3.215  0.07
C19 -1.176 0.236 -4.420  -0.17
N2 -2.090 0.163 -5.512  -0.34
O6 -1.757 0.638 -6.622  0.02
O7 -3.206 -0.389 -5.333  0.01
C20 0.098 0.868 -4.566  0.00
C21 0.997 0.882 -3.504  -0.01
C22 0.648 0.229 -2.314  -0.08
C23 1.310 0.058 -1.060  -0.08
N3 2.576 0.595 -0.758  -0.29
O8 2.900 1.683 -1.296  0.02
O9 3.349 -0.036 -0.004  0.05
C24 0.430 -0.642 -0.182  -0.03
C25 -3.850 0.207 -0.374  -0.02
C26 -4.974 0.857 -0.878  -0.02
H18 -7.135 1.911 -1.948  0.07
H19 -6.860 1.100 -3.508  0.09
H20 -7.879 0.333 -2.288  0.08
H21 -6.083 -1.518 -3.056  0.12
H22 -4.136 -2.730 -2.102  0.12
H23 -2.529 -0.828 -3.094  0.10
H24 0.333 1.329 -5.525  0.11
H25 1.952 1.400 -3.551  0.10
H26 0.646 -1.384 0.645  0.04
H27 -3.237 0.655 0.406  0.12
H28 -5.243 1.848 -0.504  0.11

Atoms 1-3, force components in eV/Å:
C 0.21 0.34 -0.14
C 0.44 -0.86 0.57
O -0.87 1.57 -0.81

The net charge is -1. The HOMO-LUMO gap is 0.22864 hartree. As for the highest occupied orbital energy: -4.36 eV. The calculated total energy comes out at -2246.99086 hartree.


[2]
Density functional theory data (wB97M-V/def2-TZVPD) for a structure of composition C26H28N4SbSe4Zr.

Each line ends with the Löwdin charge.
Atoms and positions in Å:
Zr1 -0.260 0.123 -0.043  0.73
Se1 -4.620 -1.541 -1.261  -0.11
Sb1 -3.774 0.609 -0.833  0.34
Se2 -1.461 0.530 -2.201  0.02
Se3 -0.734 0.194 2.513  0.11
Se4 -2.437 -0.789 1.152  -0.02
C1 3.458 0.329 2.183  -0.02
C2 3.611 1.329 1.068  -0.23
C3 4.393 2.468 1.227  -0.03
C4 4.525 3.389 0.199  -0.05
C5 3.886 3.174 -1.013  -0.03
C6 3.103 2.043 -1.219  -0.22
C7 2.452 1.774 -2.547  -0.02
C8 2.973 1.148 -0.159  -0.24
N1 2.111 -0.001 -0.304  0.05
C9 2.630 -1.126 -0.626  -0.22
C10 4.063 -1.341 -0.971  0.02
C11 1.705 -2.315 -0.613  -0.23
C12 2.264 -3.667 -0.893  0.02
N2 0.484 -2.070 -0.332  0.02
C13 -0.443 -3.178 -0.175  -0.27
C14 -0.486 -3.793 1.082  -0.24
C15 0.494 -3.447 2.171  -0.03
C16 -1.447 -4.771 1.284  -0.03
C17 -2.319 -5.137 0.269  -0.05
C18 -2.210 -4.552 -0.978  -0.04
C19 -1.261 -3.564 -1.232  -0.23
C20 -1.155 -2.997 -2.621  -0.06
H1 3.919 0.701 3.096  0.09
H2 3.939 -0.622 1.940  0.08
H3 2.408 0.109 2.393  0.05
H4 4.902 2.631 2.169  0.12
H5 5.134 4.272 0.339  0.12
H6 4.004 3.886 -1.821  0.12
H7 2.578 2.622 -3.217  0.09
H8 1.381 1.574 -2.453  0.02
H9 2.894 0.901 -3.034  0.09
H10 4.625 -0.413 -0.960  0.10
H11 4.134 -1.794 -1.963  0.11
H12 4.517 -2.045 -0.271  0.11
H13 2.720 -3.676 -1.885  0.11
H14 1.489 -4.426 -0.849  0.10
H15 3.049 -3.913 -0.176  0.11
H16 0.562 -2.372 2.339  0.01
H17 1.496 -3.816 1.932  0.08
H18 0.194 -3.912 3.107  0.09
H19 -1.510 -5.253 2.252  0.12
H20 -3.072 -5.892 0.449  0.11
H21 -2.869 -4.857 -1.781  0.12
H22 -2.031 -2.387 -2.849  0.03
H23 -1.118 -3.810 -3.347  0.09
H24 -0.274 -2.374 -2.763  0.05
N3 1.880 7.568 0.546  0.20
C21 1.489 6.491 0.469  -0.15
C22 1.025 5.134 0.369  -0.19
C23 1.295 4.225 1.385  0.02
C24 0.864 2.926 1.233  -0.15
N4 0.207 2.486 0.147  -0.06
C25 -0.067 3.381 -0.816  -0.14
C26 0.317 4.705 -0.745  0.03
H25 1.831 4.523 2.274  0.14
H26 1.048 2.203 2.014  0.05
H27 -0.611 3.008 -1.672  0.04
H28 0.071 5.385 -1.548  0.13

Atoms 1-3, force components in eV/Å:
Zr 0.09 0.14 0.13
Se -0.02 -0.01 -0.03
Sb -0.04 -0.04 0.01

The net charge is +1. The HOMO-LUMO gap is 0.20589 hartree. As for the highest occupied orbital energy: -10.29 eV. The calculated total energy comes out at -11119.59659 hartree. As for the energy above the lowest of the compared OMol25 structures with the same formula, charge and spin: 1.7 kcal per mole.


[3]
Density functional theory data (wB97M-V/def2-TZVPD) for a structure of composition C26H28NO3S5Se2W.

Each line ends with the Löwdin charge.
Atoms and positions in Å:
W1 1.119 0.443 -0.011  1.01
O1 -2.661 1.901 -3.578  -0.11
C1 -1.550 2.316 -4.346  -0.26
C2 -0.184 2.243 -3.641  -0.59
C3 0.795 2.943 -4.605  -0.25
O2 2.167 2.777 -4.313  -0.11
C4 -0.284 3.008 -2.317  -0.53
Se1 1.298 2.900 -1.167  0.65
C5 0.255 0.785 -3.448  -0.52
Se2 -0.652 -0.125 -1.958  0.61
H1 -2.350 1.238 -2.933  -0.03
H2 -1.745 3.356 -4.638  0.12
H3 -1.483 1.724 -5.272  0.11
H4 0.534 4.012 -4.632  0.12
H5 0.647 2.548 -5.617  0.12
H6 2.268 2.861 -3.345  -0.02
H7 -1.127 2.655 -1.729  0.02
H8 -0.441 4.070 -2.532  0.06
H9 1.322 0.742 -3.258  0.03
H10 0.055 0.217 -4.361  0.06
O3 1.487 -1.614 -0.047  -0.39
C6 1.064 -2.763 0.580  -0.61
C7 2.306 -3.435 1.180  -0.45
C8 3.493 -2.819 1.408  -0.10
C9 4.458 -3.677 2.012  -0.18
C10 3.984 -4.933 2.224  -0.44
S1 2.362 -5.085 1.686  1.01
C11 0.066 -2.485 1.693  -0.48
C12 0.231 -2.576 3.043  -0.14
C13 -0.836 -1.986 3.770  -0.18
C14 -1.782 -1.443 2.954  -0.41
S2 -1.389 -1.651 1.310  1.01
C15 0.463 -3.702 -0.470  -0.48
C16 0.805 -3.740 -1.783  -0.12
C17 0.123 -4.760 -2.502  -0.19
C18 -0.726 -5.479 -1.716  -0.44
S3 -0.715 -4.902 -0.104  1.00
H11 3.646 -1.780 1.157  0.10
H12 5.456 -3.360 2.283  0.09
H13 4.499 -5.772 2.664  0.05
H14 1.118 -2.988 3.502  0.10
H15 -0.871 -1.931 4.849  0.09
H16 -2.669 -0.900 3.239  0.05
H17 1.494 -3.023 -2.202  0.12
H18 0.244 -4.936 -3.563  0.09
H19 -1.377 -6.287 -2.008  0.05
S4 2.939 -0.163 4.503  0.42
C19 2.325 0.090 3.017  -0.92
N1 1.888 0.257 1.948  -0.07
C20 -2.560 4.183 1.605  -0.06
C21 -2.485 2.771 2.203  -0.64
C22 -3.831 2.065 1.994  -0.06
C23 -2.185 2.866 3.705  -0.06
C24 -1.413 2.018 1.534  -0.16
C25 -0.498 1.448 0.972  -0.30
H20 -3.350 4.767 2.091  0.07
H21 -2.768 4.129 0.535  0.08
H22 -1.607 4.697 1.734  0.08
H23 -4.640 2.629 2.472  0.07
H24 -3.806 1.062 2.425  0.06
H25 -4.048 1.968 0.929  0.09
H26 -2.975 3.423 4.221  0.07
H27 -1.231 3.369 3.869  0.08
H28 -2.112 1.868 4.141  0.08
S5 4.481 1.129 -0.804  0.57
C26 2.961 0.837 -0.553  -1.04

Atoms 1-3, force components in eV/Å:
W -0.16 -0.18 -0.21
O -0.04 0.02 -0.03
C 0.02 -0.01 0.02

The net charge is -2. The HOMO-LUMO gap (spin up / spin down) is 0.18070 / 0.22662 hartree. As for the highest occupied orbital energy (spin up / spin down): -0.88 / -2.13 eV. The spin multiplicity is 4. The calculated total energy comes out at -8148.90499 hartree.


The lowest net charge belongs to which entry? C26H28NO3S5Se2W


What is the formula in the second record? C26H28N4SbSe4Zr


Look up the net charge of the second one. +1